# 1
Formula: C4H7NO3
Source: OMol25
Level of theory: ωB97M-V/def2-TZVPD

Properties
Largest force on an atom in eV/Å: 2.13
Total energy in Ha: -436.8665
Frontier orbital gap in eV: 6.021
LUMO in eV: -3.55
HOMO energy in eV: -9.57

```
! wB97M-V def2-TZVPD RIJCOSX def2/J DEFGRID3
* xyz 0 1
O 0.37951 -2.03165 1.59412
C -0.03849 -0.97719 1.19324
N -1.35521 -0.81193 0.74412
C -1.54562 -0.51114 -0.64472
O -2.63023 -0.43236 -1.12499
C 0.87682 0.13440 0.83859
C 0.37891 1.41613 0.34923
O 0.32356 1.83738 -0.89696
H -1.87155 -1.65776 0.97307
H -0.59232 -0.42062 -1.19098
H 1.73439 0.34935 -2.05548
H 1.91995 -0.15885 0.90537
H -0.54985 1.61651 0.90614
H 1.27562 1.95404 0.82105
H 1.69451 -0.30631 -2.41180
*
```


# 2
Formula: C4H7NO3
Source: OMol25
Level of theory: ωB97M-V/def2-TZVPD

Properties
Largest force on an atom in eV/Å: 6.12
Total energy in Ha: -436.9693
Structure (SMILES): O=CNC(=O)CCO
Frontier orbital gap in eV: 9.675
LUMO in eV: 0.09
HOMO energy in eV: -9.59

```
! wB97M-V def2-TZVPD RIJCOSX def2/J DEFGRID3
* xyz 0 1
C 0.60794 1.31056 -0.89137
C 0.35605 0.99406 0.51331
C -0.91849 0.43430 0.60839
C -0.16813 -1.92290 0.14578
H 2.09782 -0.16810 -0.67838
H -0.40579 0.72331 -1.37051
H 0.94668 2.26997 -1.33851
H 0.50656 1.79251 1.25950
H 0.95733 -0.04744 0.95013
H -2.26299 -0.98700 0.32525
H -0.41612 -3.02768 0.34494
N -1.17897 -0.96507 0.16559
O 1.71551 0.51687 -1.41870
O -1.84248 1.21524 0.98045
O 1.07260 -1.56913 0.07472
*
```


# 3
Formula: C4H7NO3
Source: OMol25
Level of theory: ωB97M-V/def2-TZVPD

Properties
Largest force on an atom in eV/Å: 4.13
Total energy in Ha: -437.0889
Structure (SMILES): CNC(=O)CC(=O)O
Frontier orbital gap in eV: 10.079
LUMO in eV: 0.55
HOMO energy in eV: -9.53

```
! wB97M-V def2-TZVPD RIJCOSX def2/J DEFGRID3
* xyz 0 1
O -0.60157 1.43129 1.12831
O -0.06953 -1.83852 -0.45016
O -0.55981 0.21555 3.11277
C -0.19488 0.47220 1.83893
C 0.28780 -0.71738 -0.22141
N 0.34440 0.22142 -1.26576
C 0.80355 -0.48967 1.20933
C -0.44622 0.08571 -2.50530
H -0.93485 1.01063 3.44767
H 0.56782 1.14082 -0.87451
H 1.73668 0.08655 1.37043
H 0.98001 -1.45927 1.72315
H 0.06809 0.44801 -3.52651
H -0.53080 -1.08922 -2.70817
H -1.45069 0.48187 -2.27876
*
```


# 4
Formula: C4H7NO3
Source: OMol25
Level of theory: ωB97M-V/def2-TZVPD

Properties
Largest force on an atom in eV/Å: 0.78
Total energy in Ha: -437.0914
Structure (SMILES): N[C@H](C=O)CC(=O)O
Frontier orbital gap in eV: 10.335
LUMO in eV: 0.60
HOMO energy in eV: -9.74

```
! wB97M-V def2-TZVPD RIJCOSX def2/J DEFGRID3
* xyz 0 1
O -2.44931 -0.90885 0.84581
C -1.40609 -0.31979 0.79585
C -0.82699 0.26893 -0.47748
C 0.57996 0.81304 -0.25711
C 1.71205 -0.14208 -0.00994
O 1.35304 -1.42867 -0.20797
O 2.80805 0.18358 0.35277
N -1.64441 1.42865 -0.90384
H -0.87379 -0.03304 1.72975
H -0.94311 -0.49064 -1.24526
H 0.58198 1.55365 0.54054
H 0.83214 1.40686 -1.13640
H 1.97103 -2.03700 0.22283
H -2.28993 1.18545 -1.64128
H -2.17016 1.78568 -0.11137
*
```


# 5
Formula: C4H7NO3
Source: OMol25
Level of theory: ωB97M-V/def2-TZVPD

Properties
Largest force on an atom in eV/Å: 8.84
Total energy in Ha: -436.6019
Frontier orbital gap (alpha / beta) in eV: 5.678 / 5.199
LUMO (alpha / beta) in eV: -9.09 / -9.09
HOMO energy (alpha / beta) in eV: -14.77 / -14.29

```
! wB97M-V def2-TZVPD RIJCOSX def2/J DEFGRID3
* xyz 1 2
C 3.49178 1.49253 0.91058
N 4.15617 1.13865 1.98668
C -0.33618 0.03354 0.12064
C -1.21211 -0.23458 -1.11868
C -2.40165 -0.95733 -1.12365
O -2.74156 -1.32683 0.28556
O -3.21354 -1.21479 -2.00773
O 2.26178 1.17483 0.61907
H 3.97685 2.24535 0.24549
H 3.61860 0.42884 2.50910
H -0.59779 -0.13384 1.13560
H 0.40951 -0.78670 0.01961
H 0.26002 0.96371 0.07586
H -1.12596 0.33162 -2.07108
H -3.33888 -2.09014 0.27019
*
```


# 6
Formula: C4H7NO3PS2
Source: OMol25
Level of theory: ωB97M-V/def2-TZVPD

Properties
Largest force on an atom in eV/Å: 4.14
Total energy in Ha: -1574.8516
Structure (SMILES): O=CC[C@@](NS)([PH2]=S)C(=O)[O-]
Frontier orbital gap in eV: 7.790
LUMO in eV: 2.81
HOMO energy in eV: -4.98

```
! wB97M-V def2-TZVPD RIJCOSX def2/J DEFGRID3
* xyz -1 1
O 1.86092 -0.71575 2.40795
C 1.38293 0.23529 1.83981
C -0.13611 0.38910 1.47063
C -0.31335 0.17154 -0.10851
N 0.91652 0.73455 -0.74061
S 1.79963 -0.38002 -1.72670
P -0.69604 -1.62066 -0.52591
S 0.31664 -2.93612 0.54120
C -1.52707 1.05439 -0.58615
O -2.52981 0.55462 -1.14010
O -1.50181 2.33515 -0.38552
H 2.08553 1.07779 1.57001
H -0.76637 -0.31253 2.06806
H -0.41878 1.46191 1.63832
H 0.71018 1.60513 -1.23898
H 1.53252 0.05155 -3.01791
H -0.65325 -1.89619 -1.92166
H -2.06226 -1.80975 -0.14393
*
```


# 7
Formula: C4H7NO4
Source: OMol25
Level of theory: ωB97M-V/def2-TZVPD

Properties
Largest force on an atom in eV/Å: 4.89
Total energy in Ha: -512.1213
Frontier orbital gap in eV: 8.767
LUMO in eV: -0.91
HOMO energy in eV: -9.67

```
! wB97M-V def2-TZVPD RIJCOSX def2/J DEFGRID3
* xyz 0 1
C 1.69936 0.37973 0.41976
C 0.94171 -0.61213 1.27798
C -0.45313 0.33403 -0.55365
C -1.75462 1.12896 -0.72355
N -0.50999 -1.05514 -0.94209
O -1.57505 -1.54685 -1.31266
O 0.55572 -1.65920 -0.87249
O 0.80838 0.86230 -0.53700
O -0.37235 -0.34593 1.24808
H 2.12819 1.17829 1.01803
H 2.47760 -0.19321 -0.11744
H 1.06688 -1.63150 0.84639
H 1.36916 -0.67611 2.30208
H -2.44982 0.35560 -1.08033
H -1.67034 2.12176 -1.18601
H -2.26171 1.35940 0.21288
*
```


# 8
Formula: C4H7NO4S2
Source: OMol25
Level of theory: ωB97M-V/def2-TZVPD

Properties
Largest force on an atom in eV/Å: 6.13
Total energy in Ha: -1308.4768
Frontier orbital gap in eV: 7.963
LUMO in eV: -1.65
HOMO energy in eV: -9.61

```
! wB97M-V def2-TZVPD RIJCOSX def2/J DEFGRID3
* xyz 0 1
C 1.30283 1.19141 -0.01190
C 0.12306 0.27388 -0.03409
C -2.23990 0.88170 1.27395
C 0.42172 -2.06913 -1.33151
N 2.59868 0.64942 0.12131
O 2.73001 -0.56205 0.06930
O 3.49495 1.48704 0.22138
O -1.14506 2.52483 -0.48690
O -1.13968 -1.97686 0.64317
S -1.44370 1.09891 -0.33035
S 0.21909 -1.51993 0.36992
H 1.26376 2.28538 -0.16740
H -3.23032 1.07277 0.91765
H -2.11437 1.64186 1.99415
H -2.09361 -0.19576 1.66021
H -0.55653 -1.92978 -1.82859
H 0.60319 -3.09682 -1.12511
H 1.20587 -1.75686 -1.95519
*
```


# 9
Formula: C4H7NO5
Source: OMol25
Level of theory: ωB97M-V/def2-TZVPD

Properties
Largest force on an atom in eV/Å: 2.58
Total energy in Ha: -587.3353
Structure (SMILES): CC(C)C(=O)OO[N+](=O)[O-]
Frontier orbital gap in eV: 10.129
LUMO in eV: -0.80
HOMO energy in eV: -10.92

```
! wB97M-V def2-TZVPD RIJCOSX def2/J DEFGRID3
* xyz 0 1
N -0.12870 -0.69722 0.01536
O -1.21606 -0.19748 -0.14247
O 1.00084 -0.33027 -0.20824
C 1.00203 -4.73853 -2.34695
C -0.24758 -5.02462 -1.53024
C -1.46193 -4.64687 -2.35889
C -0.23236 -4.28325 -0.17298
O -0.22240 -4.73290 0.94517
O -0.22686 -2.95815 -0.52275
O -0.18867 -2.13816 0.70100
H 1.90418 -5.03692 -1.80679
H 0.97758 -5.33452 -3.26968
H 1.03418 -3.67151 -2.59507
H -0.28810 -6.09733 -1.32256
H -2.39013 -4.86770 -1.82686
H -1.40948 -3.58386 -2.61488
H -1.48011 -5.24745 -3.27770
*
```